P:
This record from the OMol25 dataset describes 4 unconnected molecules or ions with the total composition CH10N2O3. The level of theory is wB97M-V/def2-TZVPD.

As for the charge: +1. For the orbital gap (spin up / spin down), the calculation gives 10.89 / 6.55 eV. Its spin multiplicity is 2. Its LUMO energy (spin up / spin down) is -4.623 / -8.953 eV.

```
16
CH10N2O3 | the OMol25 dataset | wB97M-V/def2-TZVPD
H 1.402 -1.368 2.162
H 0.300 -1.571 1.118
H 1.627 -0.701 -0.802
H -1.568 1.310 1.739
N -0.250 -2.168 -0.532
O -0.671 1.432 1.443
O 0.526 -1.031 1.886
H -1.233 -0.587 -1.505
H 0.796 0.783 -1.285
O -0.180 2.376 -1.033
C -0.281 -0.986 -1.165
H -1.162 -2.612 -0.697
H 0.313 3.180 -1.040
H -0.411 2.143 -0.117
N 0.812 -0.268 -1.224
H -0.144 0.628 1.654
```

Q:
This record from the OMol25 dataset describes 4 unconnected molecules or ions with the total composition CH10N2O3. The level of theory is wB97M-V/def2-TZVPD.

As for the charge: +1. For the orbital gap (spin up / spin down), the calculation gives 7.69 / 3.13 eV. Its spin multiplicity is 2. Its LUMO energy (spin up / spin down) is -4.782 / -9.342 eV.

```
16
CH10N2O3 | the OMol25 dataset | wB97M-V/def2-TZVPD
O 5.392 -0.599 4.184
H -2.705 0.104 -3.020
N -3.587 -0.401 -2.901
H -5.323 -0.683 -1.831
C -4.254 -0.507 -1.710
H 5.638 0.138 4.754
O 4.018 0.180 1.767
H -1.026 1.006 -1.335
N -3.553 -0.239 -0.672
H -4.014 -0.250 0.237
H 4.164 0.954 2.332
H 5.295 -1.317 4.818
H 0.253 0.749 -2.067
H -4.012 -0.864 -3.704
H 4.636 -0.438 2.180
O -0.358 1.464 -1.862
```

Energies, relative to the best one, in hartree: P 0.0000; Q 0.0414.

P:
This record from the OMol25 dataset describes a gas-phase ion, C4H7N2O (charge +1). The level of theory is wB97M-V/def2-TZVPD.

As for the charge: +1. For the orbital gap, the calculation gives 9.43 eV. Its LUMO energy is -4.358 eV. Its structure (SMILES) is C=C/N=C\OC=[NH2+].

```
14
C4H7N2O | the OMol25 dataset | wB97M-V/def2-TZVPD
H 2.825 1.660 0.354
H 0.953 0.446 1.041
H -3.474 -0.066 0.321
N 2.551 0.837 -0.137
C -2.619 0.635 -0.037
H -2.948 1.632 -0.121
H 3.079 0.577 -0.963
N -1.103 -1.159 -0.015
O 1.224 -1.087 -0.263
H -0.619 0.803 -0.584
C -1.387 0.178 -0.328
C 1.591 0.026 0.234
C -0.021 -1.747 0.129
H -0.053 -2.734 0.369
```

Q:
This record from the OMol25 dataset describes a gas-phase ion, C4H7N2O (charge +1). The level of theory is wB97M-V/def2-TZVPD.

As for the charge: +1. For the orbital gap (spin up / spin down), the calculation gives 6.71 / 9.39 eV. Its LUMO energy (spin up / spin down) is -7.004 / -5.777 eV.

```
14
C4H7N2O | the OMol25 dataset | wB97M-V/def2-TZVPD
N -1.004 1.080 0.843
C 0.312 2.020 -0.895
H -0.245 2.992 -0.823
H 1.372 2.272 -0.776
H 0.519 -2.203 1.552
N -0.143 1.016 0.063
H -1.312 -1.120 -0.589
H -1.138 -1.564 1.937
H 0.088 1.905 -2.021
O 1.748 -0.337 0.290
C -0.426 -1.878 1.206
C -0.422 -1.442 -0.146
C 0.613 -0.383 0.053
H 0.039 -2.357 -0.696
```

R:
This record from the OMol25 dataset describes a gas-phase ion, C4H7N2O (charge +1). The level of theory is wB97M-V/def2-TZVPD.

As for the charge: +1. For the orbital gap, the calculation gives 10.73 eV. Its LUMO energy is -4.740 eV. Its structure (SMILES) is C[C@@H]1C(=[NH2+])N1C=O.

```
14
C4H7N2O | the OMol25 dataset | wB97M-V/def2-TZVPD
H -1.034 -1.629 0.169
C 0.026 0.192 0.907
H -0.526 -1.426 -1.973
H 2.815 -0.374 1.578
N 0.943 -0.650 0.710
H 0.413 0.180 -1.951
H -1.279 0.053 -1.547
C 2.302 -0.938 0.661
C -0.399 -0.512 -1.474
C -0.341 -0.777 -0.059
O 2.757 -1.668 -0.135
H -1.142 1.494 1.730
H 0.478 1.707 2.056
N -0.211 1.284 1.558
```

S:
This record from the OMol25 dataset describes 2 unconnected molecules or ions with the total composition C4H7N2O. The level of theory is wB97M-V/def2-TZVPD.

As for the charge: +1. For the orbital gap, the calculation gives 9.21 eV. Its LUMO energy is -4.230 eV.

```
14
C4H7N2O | the OMol25 dataset | wB97M-V/def2-TZVPD
H -0.376 -1.597 1.566
O -2.305 -1.599 -0.893
C -0.421 -1.025 0.698
H -0.283 3.136 -0.680
H -1.725 0.386 1.934
H 1.984 -1.130 -1.309
C -1.009 1.463 0.378
N 2.051 -0.297 -0.813
H 2.831 -0.307 -0.165
C -1.177 0.311 1.020
N -0.856 2.419 -0.371
H 2.111 0.511 -1.453
H 0.634 -0.891 0.324
C -1.459 -1.382 -0.236
```

Energies, relative to the best one, in hartree: P 0.0000; Q 0.1271; R 0.0059; S 0.0277.

P:
This record from the OMol25 dataset describes 3 unconnected molecules or ions with the total composition C12H19N3O4. The level of theory is wB97M-V/def2-TZVPD.

As for the charge: 0. For the orbital gap, the calculation gives 7.57 eV. Its LUMO energy is -1.355 eV. Its structure (SMILES) is O=[N+]([O-])c1ccccc1.CN(C)C=O.CN(C)C=O.

```
38
C12H19N3O4 | the OMol25 dataset | wB97M-V/def2-TZVPD
H -2.165 1.216 -0.811
C 5.902 2.055 1.073
O 7.546 3.426 0.692
H -0.485 0.586 -0.375
C 4.595 1.332 0.414
C -2.331 1.349 2.222
N -2.011 0.514 1.093
H -2.132 2.440 2.056
H -3.685 -1.079 -2.272
H 4.301 2.012 4.542
C 5.798 2.326 2.704
H -5.503 -3.622 -3.973
C -1.465 1.225 -0.135
H -3.437 1.258 2.406
C 3.253 1.287 1.297
C 3.266 1.544 2.738
H -5.119 -1.595 -2.356
C -4.470 -3.280 -4.057
C 4.441 1.897 3.422
C -2.018 -0.819 1.067
C -4.097 -1.882 -2.197
H -4.025 -4.096 -4.769
N -3.690 -3.107 -2.917
O -1.672 -1.552 0.146
O -2.097 -4.502 -3.376
H -4.565 -2.311 -4.650
H 4.457 0.977 -0.735
H 2.146 1.015 0.842
H -2.235 -3.474 -1.489
C -2.548 -3.688 -2.550
N 6.922 2.547 0.289
H 2.273 1.380 3.230
H -1.066 2.268 0.056
H -2.258 -1.149 2.070
O 7.322 1.670 -0.635
H 6.833 2.732 3.058
H -4.152 -1.882 -1.206
H -1.829 0.984 3.086
```

Q:
This record from the OMol25 dataset describes a single C12H19N3O4 molecule. The level of theory is wB97M-V/def2-TZVPD.

As for the charge: 0. For the orbital gap, the calculation gives 9.03 eV. Its LUMO energy is -0.408 eV. Its structure (SMILES) is Cc1nc(CCOC(=O)C(C)(C)C)c([N+](=O)[O-])n1C.

```
38
C12H19N3O4 | the OMol25 dataset | wB97M-V/def2-TZVPD
C 0.003 3.269 -0.067
C -1.270 0.804 -2.219
H -0.207 -0.747 -3.322
H 1.005 -0.945 1.263
H -0.863 4.261 2.369
H -2.183 0.197 -2.125
C 0.961 -2.832 0.066
O -0.004 -0.955 -1.213
H 1.564 -4.734 -0.916
H 0.533 5.320 0.457
H 1.859 -4.625 0.828
O 1.562 -2.363 -2.157
H 1.558 4.581 -0.719
C 1.406 -1.960 1.279
H 1.100 -2.370 2.284
N -2.273 0.648 0.834
H 2.920 -3.704 -0.251
H 0.860 0.468 -2.502
H -0.388 -4.338 1.020
C -1.023 1.720 -1.045
N -0.107 2.727 -1.219
C -1.483 1.624 0.233
H -1.392 1.452 -3.098
C 1.906 -4.062 -0.099
C 0.868 -2.009 -1.235
H -1.064 -2.662 0.896
O -2.984 -0.059 0.114
C 0.998 4.402 0.170
C -0.453 -3.443 0.385
H -2.061 2.951 2.529
H 2.517 -1.858 1.258
H 1.751 4.134 0.968
C -0.061 -0.128 -2.407
H -0.414 2.637 2.962
H -0.980 -3.781 -0.507
O -2.277 0.531 2.042
N -0.840 2.689 0.886
C -1.045 3.161 2.257
```

Energies, relative to the best one, in hartree: P 0.3521; Q 0.0000.